Entry 1:
The following is a DFT calculation (ωB97M-V/def2-TZVPD) of an isolated molecule of C6H9N in a non-equilibrium geometry.

As for the max |F|: 1.582 eV/A. Its highest occupied orbital energy is -8.22 eV. As for the LUMO energy: 1.088 eV. The value obtained for the molar mass is 95.14 g/mol. The value obtained for the energy relative to the best compared isomer or geometry (same formula, charge and spin) is 83.7 kcal/mol. The calculation puts the electronic energy at -288.64865 Eh.

```
! wB97M-V def2-TZVPD RIJCOSX def2/J DEFGRID3
* xyz 0 1
C 2.896 0.381 0.127
C 1.849 -0.697 -0.070
C 0.638 -0.522 -0.516
C -0.607 -0.813 -0.778
N -1.610 -0.685 0.208
C -2.700 0.196 -0.146
C -1.702 0.600 0.877
H 3.665 0.354 -0.651
H 3.417 0.356 1.094
H 2.404 1.359 0.064
H 1.905 -1.786 -0.016
H -0.919 -1.201 -1.742
H -3.683 -0.163 0.139
H -2.632 0.685 -1.118
H -0.978 1.366 0.591
H -1.944 0.571 1.935
*
```


Entry 2:
The following is a DFT calculation (ωB97M-V/def2-TZVPD) of a structure of composition C4H6N2O in a non-equilibrium geometry.

As for the max |F|: 3.025 eV/A. Its highest occupied orbital energy is -8.70 eV. As for the LUMO energy: 0.798 eV. The value obtained for the molar mass is 98.10 g/mol. The value obtained for the energy relative to the best compared isomer or geometry (same formula, charge and spin) is 109.3 kcal/mol. The calculation puts the electronic energy at -340.62066 Eh.

```
! wB97M-V def2-TZVPD RIJCOSX def2/J DEFGRID3
* xyz 0 1
O 1.352 -2.138 -0.079
C 0.730 -1.132 -0.258
N -0.588 -1.098 -0.686
C -1.175 0.381 -0.654
C 0.063 1.119 -0.151
C 0.691 0.796 1.161
N 1.198 0.196 -0.077
H -1.193 -1.897 -0.602
H -2.002 0.420 0.086
H -0.933 -0.370 -1.656
H 0.305 2.090 -0.579
H 1.400 1.474 1.636
H 0.152 0.159 1.859
*
```


Entry 3:
The following is a DFT calculation (ωB97M-V/def2-TZVPD) of a cluster of 2 separate species, C6H13N in total in a non-equilibrium geometry.

As for the max |F|: 4.950 eV/A. Its highest occupied orbital energy is -9.37 eV. As for the LUMO energy: 0.922 eV. The value obtained for the molar mass is 99.18 g/mol. The value obtained for the energy relative to the best compared isomer or geometry (same formula, charge and spin) is 76.0 kcal/mol. The calculation puts the electronic energy at -291.03765 Eh.

```
! wB97M-V def2-TZVPD RIJCOSX def2/J DEFGRID3
* xyz 0 1
C 0.298 1.358 1.352
C 0.437 0.510 0.332
C 1.086 0.943 -0.950
C 0.819 -1.129 0.699
C 0.456 -2.200 -0.316
H 0.017 1.031 2.341
H 0.359 2.424 1.197
H 2.163 0.764 -0.954
H 0.986 2.018 -1.094
H 0.660 0.423 -1.806
H 1.908 -1.057 0.721
H 0.576 -1.363 1.736
H 0.708 -1.896 -1.331
H 0.913 -3.153 -0.049
H -0.626 -2.321 -0.308
C -2.313 1.105 -0.491
N -2.229 -0.143 -0.518
H -2.541 1.601 -1.438
H -2.187 1.658 0.459
H -1.491 -0.572 0.418
*
```


What is the highest occupied orbital energy in the second record?
-8.70 eV


Number 2 is which compound?
C4H6N2O


What did the first record say?
The following is a DFT calculation (ωB97M-V/def2-TZVPD) of an isolated molecule of C6H9N in a non-equilibrium geometry.

As for the max |F|: 1.582 eV/A. Its highest occupied orbital energy is -8.22 eV. As for the LUMO energy: 1.088 eV. The value obtained for the molar mass is 95.14 g/mol. The value obtained for the energy relative to the best compared isomer or geometry (same formula, charge and spin) is 83.7 kcal/mol. The calculation puts the electronic energy at -288.64865 Eh.

```
! wB97M-V def2-TZVPD RIJCOSX def2/J DEFGRID3
* xyz 0 1
C 2.896 0.381 0.127
C 1.849 -0.697 -0.070
C 0.638 -0.522 -0.516
C -0.607 -0.813 -0.778
N -1.610 -0.685 0.208
C -2.700 0.196 -0.146
C -1.702 0.600 0.877
H 3.665 0.354 -0.651
H 3.417 0.356 1.094
H 2.404 1.359 0.064
H 1.905 -1.786 -0.016
H -0.919 -1.201 -1.742
H -3.683 -0.163 0.139
H -2.632 0.685 -1.118
H -0.978 1.366 0.591
H -1.944 0.571 1.935
*
```